[1]
Here is C27H33KN8O6S2 as an isolated structure from the OMol25 dataset. Energies are from ωB97M-V with the def2-TZVPD basis set.

The geometry in XYZ format:
```
77
Properties=species:S:1:pos:R:3:forces:R:3
K 0.637006 -2.083504 0.146836 0.70 -0.23 -0.41
N 5.112552 -5.152137 0.207693 -0.01 0.02 -0.13
C 3.941670 -4.482464 -0.090277 -0.11 0.01 0.36
S 2.890138 -4.158332 1.224225 0.08 -0.08 0.06
N 3.802844 -4.209359 -1.368463 0.14 0.01 -0.25
N 2.718914 -3.458230 -1.669833 -0.24 0.03 -0.04
C 2.501117 -3.334603 -2.922155 0.19 -0.05 -0.10
C 1.390808 -2.572179 -3.492256 -0.10 0.12 -0.13
C 1.278602 -2.524109 -4.888962 -0.04 0.03 0.09
C 0.228375 -1.833552 -5.466452 0.01 -0.01 0.04
C -0.696935 -1.214659 -4.641088 -0.03 0.01 -0.01
C -0.510646 -1.313306 -3.269035 -0.02 -0.03 0.01
N 0.504459 -1.952750 -2.699589 0.05 -0.12 -0.08
H 5.085104 -5.669114 1.068502 0.01 0.00 0.00
H 5.564628 -5.582997 -0.584123 0.00 -0.01 0.01
H 3.165081 -3.821242 -3.642404 0.04 -0.01 0.05
H 2.016909 -3.033091 -5.495503 0.00 0.00 -0.01
H 0.128191 -1.786666 -6.544727 0.01 0.00 -0.01
H -1.552203 -0.672404 -5.021209 0.01 0.00 -0.01
H -1.233979 -0.862020 -2.602567 -0.01 -0.01 0.02
O -3.981397 -0.822063 4.568264 0.02 -0.05 0.01
C -3.110514 -1.112352 3.755193 -0.10 0.06 0.05
C -3.328209 -1.743767 2.419004 -0.07 -0.07 -0.09
O -4.406940 -2.133800 1.978939 0.01 0.03 -0.03
C -2.024193 -1.783194 1.720317 -0.35 0.12 0.11
C -1.015048 -1.275398 2.632977 0.10 0.23 0.22
O 0.215438 -1.146658 2.408431 -0.17 -0.10 0.20
C -1.652735 -0.878387 3.890583 0.19 0.04 0.05
O -1.056114 -0.409056 4.869094 -0.06 0.01 0.00
O -1.844975 -2.159750 0.538680 -0.20 0.03 0.03
C -2.570614 5.457219 -2.827293 -0.01 0.05 -0.01
C -2.999735 4.361355 -1.857690 -0.14 -0.03 0.13
N -3.411357 3.131844 -2.510830 0.19 0.04 -0.27
C -4.720872 3.115503 -3.153187 -0.03 0.03 0.03
C -5.763179 2.398325 -2.306279 -0.02 0.01 0.03
C -2.681207 1.976933 -2.567644 -0.39 -0.06 0.25
O -3.132991 0.983955 -3.120408 0.11 0.02 -0.14
C -1.361455 1.922683 -1.874281 0.26 0.11 -0.03
C -0.276349 2.702450 -2.259058 -0.09 -0.16 0.01
C 0.941992 2.499778 -1.638829 0.08 0.01 0.05
C 1.030805 1.542897 -0.634106 -0.01 0.07 0.03
N -0.006277 0.804299 -0.245507 0.05 -0.03 -0.23
C -1.166492 0.976144 -0.870763 -0.13 -0.02 0.18
H -2.220088 6.331599 -2.275197 -0.01 -0.01 0.00
H -3.403217 5.774382 -3.458374 0.00 -0.02 0.00
H -1.768821 5.123891 -3.484940 0.04 -0.04 0.03
H -3.847575 4.726640 -1.268726 0.01 -0.03 0.04
H -2.210706 4.134937 -1.145475 0.07 0.00 -0.04
H -4.623685 2.639689 -4.129019 -0.03 -0.06 0.02
H -5.018660 4.153036 -3.319187 0.02 0.01 0.00
H -5.480022 1.357747 -2.160996 0.00 0.01 -0.01
H -6.742579 2.431082 -2.788217 0.01 0.00 -0.02
H -5.852123 2.870299 -1.325563 0.00 -0.01 -0.01
H -0.382474 3.423744 -3.058626 0.03 0.06 -0.04
H 1.825592 3.055356 -1.924084 -0.02 0.03 -0.02
H 1.976747 1.352548 -0.132843 -0.01 -0.02 0.00
H -1.975671 0.320143 -0.554585 0.01 0.01 -0.02
C 1.891334 1.579739 5.302265 -0.01 -0.02 0.06
C 1.788696 0.992350 3.908789 -0.08 -0.01 -0.10
N 3.061676 1.013968 3.170139 0.01 -0.12 0.03
C 3.496671 -0.029251 2.402444 0.12 0.13 -0.09
S 4.208055 0.270138 0.885693 -0.02 0.11 -0.02
N 3.419702 -1.265967 2.872165 -0.20 -0.12 0.15
C 3.285150 -1.673025 4.264057 0.12 0.06 0.04
C 2.073548 -2.537286 4.570440 -0.05 -0.04 0.01
H 0.914746 1.495578 5.781664 0.01 0.03 0.00
H 2.193042 2.631972 5.283921 -0.01 -0.02 -0.02
H 2.619052 1.037173 5.911153 0.00 0.00 -0.01
H 1.042310 1.539950 3.325321 0.03 0.02 0.02
H 1.393175 -0.018658 3.924333 0.00 0.05 0.01
H 3.268084 1.884033 2.705984 -0.03 0.00 -0.03
H 3.586942 -2.013293 2.202490 0.03 0.03 -0.02
H 3.291502 -0.773269 4.877766 0.02 -0.06 0.00
H 4.196329 -2.231799 4.509428 -0.01 0.00 0.00
H 1.138913 -1.990933 4.449964 0.02 -0.02 -0.02
H 2.151286 -2.891766 5.602462 -0.02 0.00 -0.01
H 2.052853 -3.406990 3.911140 -0.01 0.04 0.02
```
Positions in Å, forces in eV/Å.

Output
HOMO level = -0.73 eV
total charge = -2
largest force on an atom = 0.850 eV Å⁻¹
gap between HOMO and LUMO = 4.38 eV
energy relative to the best compared isomer or geometry (same formula, charge and spin) = 17.1 kcal per mole
electronic energy = -90739.526 eV

Electronic structure analysis, Mulliken charges in units of e: 0.78, -0.47, 0.39, -0.58, -1.22, 0.97, -0.94, 0.77, -0.72, -0.28, -0.94, -0.75, 0.25, 0.22, 0.25, 0.16, 0.31, 0.40, 0.45, 0.85, -0.74, 0.11, 0.45, -0.77, 0.04, 0.32, 0.09, 0.48, -0.78, -0.97, -1.07, -0.65, 0.25, -0.69, -1.15, 0.06, -0.65, 0.48, 0.04, -1.09, 0.15, 0.30, -0.88, 0.38, 0.35, 0.23, 0.36, 0.41, 0.38, 0.37, 0.32, 0.38, 0.29, 0.47, 0.45, -0.13, 0.61, -1.32, 0.41, -0.16, 0.22, -0.47, 0.26, -0.66, -0.38, 0.32, 0.33, 0.27, 0.33, -0.45, 0.34, -0.20, 0.29, 0.42, -0.13, 0.38, 0.13



[2]
Here is C37H50N6PPt as an isolated structure at a distorted geometry from the OMol25 dataset. Energies are from ωB97M-V with the def2-TZVPD basis set.

The geometry in XYZ format:
```
95
Properties=species:S:1:pos:R:3:forces:R:3
Pt -0.126789 -0.803268 -0.113981 -0.06 -0.21 0.63
C -1.653719 1.518660 3.287895 0.00 -0.08 -0.14
C -1.160072 1.184148 2.015581 -0.17 0.37 0.22
N -1.136667 -0.057244 1.593424 -0.04 -0.18 -0.06
C -1.571181 -1.050028 2.395902 -0.07 -0.29 0.16
C -2.105039 -0.812149 3.658786 -0.07 0.02 0.17
C -2.133411 0.526203 4.100730 -0.05 -0.08 0.07
C -2.599140 -1.923500 4.429225 0.00 0.14 -0.03
C -2.557290 -3.178686 3.940150 0.03 -0.12 -0.15
C -1.992511 -3.453847 2.642877 -0.05 0.01 0.16
C -1.940825 -4.735797 2.070938 -0.05 -0.02 0.01
C -1.410209 -4.888502 0.815780 0.01 0.05 -0.04
C -0.888656 -3.773343 0.150179 0.00 -0.09 0.13
N -0.884762 -2.564953 0.687295 0.00 -0.17 -0.18
C -1.470080 -2.396808 1.898479 -0.10 0.32 0.11
H -1.655768 2.551953 3.604665 0.00 0.00 -0.02
H -0.776069 1.912531 1.306807 0.04 -0.08 0.01
H -2.533882 0.755910 5.080566 0.01 -0.01 0.00
H -3.026097 -1.727198 5.404495 0.02 0.00 0.00
H -2.956043 -4.007730 4.510796 0.02 0.01 0.01
H -2.340332 -5.582182 2.615617 0.02 -0.01 -0.01
H -1.376403 -5.854296 0.332201 0.00 0.01 0.00
H -0.448805 -3.870207 -0.831386 0.02 0.00 0.00
C 3.315365 -1.809842 -2.604914 0.08 0.15 0.03
C 2.547166 -1.564785 -1.315629 -0.28 -0.84 0.32
C 3.247301 -0.605386 -0.371229 0.08 0.09 -0.14
C 1.109231 -1.640570 -1.331197 -0.04 0.92 -1.03
C 2.210097 -2.998238 -0.584138 0.76 0.18 0.05
C 2.286313 -3.061334 0.809363 -0.17 -0.05 0.13
C 2.379550 -4.283153 1.447750 -0.05 0.01 0.00
C 2.385433 -5.458287 0.702767 -0.01 0.00 0.01
C 2.293406 -5.407323 -0.679695 -0.06 0.04 -0.06
C 2.210361 -4.179770 -1.321504 -0.15 -0.17 -0.06
H 3.593608 -0.844617 -3.027759 0.02 -0.05 0.00
H 2.725084 -2.332782 -3.355034 0.01 -0.03 0.01
H 4.231681 -2.367854 -2.411158 0.00 -0.01 0.00
H 3.595802 0.248365 -0.955855 0.02 -0.02 0.05
H 4.117076 -1.074946 0.089363 0.01 0.02 -0.01
H 2.572255 -0.209682 0.382803 0.00 -0.04 0.06
H 0.754771 -2.131033 -2.242532 -0.03 -0.23 0.10
H 2.256492 -2.149454 1.388572 0.06 0.00 0.01
H 2.450867 -4.323763 2.526709 0.00 0.01 -0.01
H 2.461452 -6.415087 1.203012 0.01 0.01 0.00
H 2.296448 -6.320085 -1.260351 0.00 0.01 -0.01
H 2.135629 -4.149352 -2.399868 0.08 -0.01 0.00
N 0.239658 1.086580 -0.508198 0.17 0.32 -0.65
P -0.340070 1.902952 -1.708058 0.19 -0.13 0.19
N -0.380120 3.501357 -1.228703 -0.28 0.14 0.14
C -1.162861 4.557128 -1.867098 0.15 0.04 0.01
C -1.860840 5.430906 -0.828118 0.00 0.00 -0.02
C -0.861860 5.979569 0.186152 0.01 0.01 0.02
C -0.041853 4.846032 0.795261 -0.01 0.01 -0.01
C 0.621302 4.020789 -0.300367 -0.03 0.01 -0.08
N -1.894625 1.698816 -2.305818 -0.12 -0.17 0.27
C -2.225982 0.754240 -3.372959 0.08 0.08 -0.04
C -2.811770 -0.552634 -2.848598 0.01 0.02 0.01
C -4.033773 -0.270796 -1.982060 -0.02 -0.02 -0.01
C -3.663020 0.690942 -0.859664 -0.04 0.06 -0.03
C -3.029980 1.964156 -1.415383 0.05 -0.02 -0.09
N 0.543616 1.761602 -3.111593 -0.03 -0.06 -0.29
C 1.824522 1.086055 -3.142945 -0.01 0.08 -0.05
C 2.977846 2.072872 -3.303195 0.00 -0.01 -0.02
C 2.760543 2.960617 -4.525489 -0.01 -0.01 -0.01
C 1.400997 3.649429 -4.444658 0.01 0.01 0.01
C 0.293962 2.615928 -4.271013 0.04 -0.03 0.07
H -1.885027 4.113630 -2.548157 -0.03 -0.01 0.01
H -0.497730 5.198482 -2.465480 0.00 -0.01 -0.02
H -2.624005 4.841777 -0.310894 0.00 -0.02 0.01
H -2.377544 6.247210 -1.337906 0.00 0.00 0.01
H -1.377927 6.545852 0.963787 0.00 0.00 -0.01
H -0.184663 6.679150 -0.316242 0.00 -0.01 0.00
H -0.702059 4.193758 1.378820 0.01 0.01 0.02
H 0.718501 5.237022 1.475033 0.00 0.01 0.00
H 1.179766 3.182921 0.109909 0.00 -0.02 0.02
H 1.323392 4.668264 -0.847974 0.03 -0.03 -0.01
H -1.331775 0.567788 -3.963620 -0.01 -0.02 0.00
H -2.962054 1.233193 -4.032569 0.00 0.02 0.00
H -2.047215 -1.064286 -2.253630 0.00 -0.02 0.03
H -3.069308 -1.203453 -3.687979 0.00 0.03 -0.01
H -4.449135 -1.196958 -1.577946 0.01 0.01 0.00
H -4.816233 0.182163 -2.601854 0.00 -0.02 0.00
H -2.948268 0.210469 -0.190406 0.05 -0.07 0.04
H -4.543323 0.953549 -0.266369 0.01 0.02 -0.02
H -2.688477 2.605373 -0.604319 -0.01 0.02 0.03
H -3.788234 2.524350 -1.978773 0.01 0.02 -0.01
H 1.836006 0.367452 -3.978061 -0.02 0.05 -0.01
H 1.919938 0.534873 -2.213155 -0.06 0.11 -0.03
H 3.927789 1.536824 -3.389194 0.00 -0.01 0.02
H 3.029199 2.692315 -2.401162 0.01 -0.01 0.01
H 2.795210 2.340841 -5.429209 0.00 0.01 0.00
H 3.562428 3.694787 -4.616878 -0.01 0.01 0.01
H 1.214446 4.248895 -5.338365 0.00 -0.01 0.00
H 1.385417 4.327711 -3.585095 0.00 0.01 0.00
H 0.236579 1.986988 -5.170375 0.02 0.00 -0.01
H -0.677120 3.095631 -4.159531 -0.01 0.00 0.00
```
Positions in Å, forces in eV/Å.

Output
HOMO level (spin up / spin down) = -9.58 / -9.58 eV
total charge = +1
largest force on an atom = 1.383 eV Å⁻¹
gap between HOMO and LUMO (spin up / spin down) = 6.45 / 6.45 eV
energy relative to the best compared isomer or geometry (same formula, charge and spin) = 11.7 kcal per mole
electronic energy = -60653.511 eV

Electronic structure analysis, Mulliken charges in units of e: -0.32, -0.70, 0.00, 0.02, -0.50, 1.20, -0.92, -1.00, -0.94, 1.18, -0.84, -1.22, -0.21, 0.52, 0.12, 0.54, -0.27, 0.45, 0.42, 0.44, 0.47, 0.50, 0.77, -1.65, 2.39, -1.52, -1.37, 0.42, 0.04, -0.99, -0.55, -0.97, 0.05, 0.32, 0.43, 0.37, 0.39, 0.50, 0.23, 0.78, 0.45, 0.49, 0.45, 0.44, 0.36, -0.35, -0.07, 0.71, -0.88, -0.75, -0.99, -0.21, -1.08, 0.16, -1.02, 0.26, -1.23, 0.24, -0.63, 0.72, 0.68, -0.64, -1.23, -0.40, -1.00, 0.52, 0.38, 0.25, 0.41, 0.44, 0.31, -0.18, 0.48, 0.35, 0.58, 0.46, 0.40, -0.41, 0.47, 0.49, 0.38, -0.47, 0.47, 0.08, 0.44, 0.38, -1.30, 0.45, 0.33, 0.33, 0.47, 0.40, 0.05, 0.56, 0.42